{"formula": "C51H113BN4O6PS", "method": "ωB97M-V with the def2-TZVPD basis set", "e_lumo_ha": 0.0327, "homo_lumo_gap_ev": 5.33, "e_tot_ha": -3445.2282, "charge": -1, "multiplicity": 1, "fmax_ev_per_a": 8.9, "species": ["C", "C", "C", "O", "O", "C", "C", "C", "C", "C", "C", "C", "O", "B", "C", "S", "C", "C", "O", "C", "C", "C", "C", "C", "C", "C", "C", "C", "C", "C", "C", "C", "O", "C", "P", "O", "H", "H", "H", "H", "H", "H", "H", "H", "H", "H", "H", "H", "H", "H", "H", "H", "H", "H", "H", "H", "H", "H", "H", "H", "H", "H", "H", "H", "H", "H", "H", "H", "H", "H", "H", "H", "H", "H", "H", "H", "H", "H", "H", "H", "H", "H", "H", "H", "H", "H", "H", "H", "H", "C", "C", "N", "C", "C", "C", "C", "H", "H", "H", "H", "H", "H", "H", "H", "H", "H", "H", "H", "H", "H", "H", "C", "C", "N", "C", "C", "C", "C", "H", "H", "H", "H", "H", "H", "H", "H", "H", "H", "H", "H", "H", "H", "H", "C", "C", "N", "C", "C", "C", "C", "H", "H", "H", "H", "H", "H", "H", "H", "H", "H", "H", "H", "H", "H", "H", "C", "C", "N", "C", "C", "C", "C", "H", "H", "H", "H", "H", "H", "H", "H", "H", "H", "H", "H", "H", "H", "H"], "coordinates": [[-3.7580, -1.8538, -1.5711], [-2.3979, -1.4100, -1.1388], [-1.4402, -0.3357, -1.9372], [-1.6384, 0.9854, -1.6875], [-0.3981, -0.6947, -2.9185], [0.9556, -0.3668, -2.4274], [2.1255, -0.5843, -3.5991], [2.9035, -2.0195, -3.2427], [4.2553, -1.6661, -2.3834], [4.9757, -3.0124, -1.7030], [4.5244, -3.2655, -0.1457], [3.2656, -4.3000, 0.0501], [2.6992, -4.7611, -1.2279], [1.6388, -5.7128, -0.8418], [1.2761, -6.5299, -2.2251], [2.7115, -6.7716, -3.4036], [2.8443, -5.3916, -4.6627], [3.2530, -5.9413, -6.1857], [2.2417, -6.4224, 0.3043], [3.5003, -5.7514, 0.7717], [3.3941, -5.9066, 2.3985], [3.8035, -4.5741, 3.2587], [2.9199, -4.5622, 4.6740], [2.5173, -3.0040, 5.1273], [3.0319, -2.6658, 6.6545], [4.4781, -1.8259, 6.6825], [4.9609, -1.8480, 8.2768], [5.8654, -0.5373, 8.6960], [5.4835, -0.0239, 10.2286], [6.7179, 0.8672, 10.8744], [6.2581, 2.4451, 11.1589], [6.9242, 3.4936, 10.0413], [7.7731, 4.5063, 10.7171], [8.0255, 5.6565, 9.8205], [4.8291, -6.9572, 0.1074], [4.4136, -8.4470, 0.5539], [-3.9645, -2.5871, -2.4747], [-4.7185, -1.4636, -0.9821], [-1.9777, -1.8972, -0.1426], [1.0024, 0.7536, -2.0250], [1.2031, -1.0639, -1.4910], [1.5295, -0.7220, -4.6111], [2.8655, 0.3275, -3.6668], [3.1810, -2.5108, -4.2920], [2.1112, -2.6682, -2.6722], [4.0774, -0.8066, -1.5965], [5.0591, -1.2695, -3.1718], [4.8945, -3.9615, -2.3984], [6.1374, -2.7447, -1.6724], [4.2115, -2.2131, 0.3032], [5.4833, -3.6556, 0.4256], [2.3508, -3.7802, 0.6072], [0.6405, -5.1009, -0.6520], [0.8200, -7.6105, -2.0266], [0.4217, -5.9292, -2.7979], [1.9041, -4.6948, -4.7408], [3.7482, -4.7057, -4.3338], [2.5108, -6.8203, -6.4952], [4.3404, -6.3835, -6.2284], [3.2178, -5.0700, -6.9981], [2.3459, -6.3184, 2.7804], [4.1785, -6.7530, 2.7046], [4.9457, -4.6657, 3.5886], [3.6489, -3.5535, 2.7080], [3.5683, -4.9922, 5.5735], [1.9513, -5.2180, 4.6195], [1.3315, -2.8951, 5.1272], [2.9294, -2.2088, 4.3526], [2.2503, -1.9617, 7.2176], [3.2378, -3.6480, 7.2644], [4.3641, -0.7318, 6.2598], [5.2060, -2.4773, 5.9980], [5.5942, -2.8126, 8.4885], [3.9565, -1.8778, 8.9031], [6.9961, -0.8827, 8.7537], [5.7488, 0.3677, 7.9496], [4.5179, 0.6452, 10.2576], [5.2845, -0.9460, 10.9483], [7.0415, 0.4145, 11.9045], [7.6780, 0.8070, 10.1688], [6.7158, 2.7932, 12.2040], [5.0863, 2.5701, 11.1149], [6.0717, 4.0746, 9.4836], [7.5667, 2.9334, 9.2266], [7.0313, 6.2203, 9.5040], [8.6550, 5.3746, 8.8605], [8.6710, 6.4429, 10.4349], [6.1708, -6.6180, 0.5202], [4.7399, -6.9134, -1.3415], [5.9677, -4.5995, -11.6310], [5.4870, -3.5547, -10.6320], [6.0431, -3.6968, -9.2811], [5.3966, -2.8178, -8.2969], [5.5614, -1.3118, -8.4804], [7.5037, -3.7499, -9.1899], [8.2838, -2.5507, -9.7231], [5.7213, -5.6121, -11.2954], [5.4802, -4.4381, -12.5981], [7.0471, -4.5396, -11.8031], [4.3945, -3.6498, -10.5722], [5.6878, -2.5597, -11.0452], [5.7373, -3.0897, -7.2906], [4.3220, -3.0429, -8.2973], [6.5484, -0.9735, -8.1600], [4.8317, -0.7874, -7.8549], [5.3950, -0.9903, -9.5120], [7.8520, -4.6469, -9.7157], [7.7982, -3.9265, -8.1457], [7.8816, -2.1718, -10.6643], [9.3229, -2.8414, -9.9063], [8.3080, -1.7370, -8.9978], [-7.2426, 0.4769, 2.0207], [-7.8648, -0.7698, 1.4050], [-7.1479, -2.0181, 1.6915], [-7.6430, -3.1591, 0.9090], [-9.0731, -3.6244, 1.1673], [-6.8994, -2.3061, 3.1057], [-8.1153, -2.4282, 4.0209], [-6.2139, 0.6195, 1.6741], [-7.8205, 1.3606, 1.7303], [-7.2426, 0.4404, 3.1148], [-7.8777, -0.6157, 0.3176], [-8.9127, -0.8281, 1.7207], [-6.9654, -4.0108, 1.0434], [-7.5583, -2.9012, -0.1549], [-9.1470, -4.2029, 2.0900], [-9.3924, -4.2862, 0.3557], [-9.7863, -2.7969, 1.2108], [-6.2437, -1.5252, 3.5090], [-6.2995, -3.2232, 3.1916], [-8.8725, -1.6687, 3.8182], [-7.8034, -2.3076, 5.0629], [-8.5755, -3.4135, 3.9423], [-4.8995, 6.0310, -4.4414], [-4.6607, 4.6857, -3.7676], [-4.4327, 4.7573, -2.3194], [-3.9910, 3.4803, -1.7422], [-4.9696, 2.3102, -1.7860], [-5.4554, 5.4605, -1.5421], [-6.8813, 4.9187, -1.6063], [-4.0510, 6.7063, -4.2906], [-5.0269, 5.8871, -5.5194], [-5.8074, 6.5205, -4.0746], [-3.7722, 4.2458, -4.2401], [-5.4988, 4.0220, -4.0088], [-3.6805, 3.6416, -0.7029], [-3.0739, 3.1737, -2.2623], [-5.7452, 2.4062, -1.0240], [-4.4335, 1.3797, -1.5725], [-5.4463, 2.1932, -2.7628], [-5.4727, 6.5098, -1.8601], [-5.1438, 5.5102, -0.4891], [-7.1738, 4.6224, -2.6152], [-7.5825, 5.6919, -1.2776], [-7.0146, 4.0682, -0.9373], [-7.3047, 11.1505, -1.4734], [-7.0660, 9.8052, -0.7996], [-6.8380, 9.8768, 0.6485], [-6.3962, 8.5998, 1.2257], [-7.3748, 7.4297, 1.1819], [-7.8606, 10.5800, 1.4258], [-9.2865, 10.0382, 1.3616], [-6.4563, 11.8258, -1.3227], [-7.4321, 11.0066, -2.5515], [-8.2126, 11.6400, -1.1067], [-6.1774, 9.3653, -1.2722], [-7.9041, 9.1415, -1.0409], [-6.0858, 8.7611, 2.2650], [-5.4792, 8.2932, 0.7056], [-8.1504, 7.5257, 1.9440], [-6.8388, 6.4992, 1.3954], [-7.8515, 7.3128, 0.2051], [-7.8779, 11.6293, 1.1079], [-7.5490, 10.6297, 2.4788], [-9.5790, 9.7419, 0.3527], [-9.9877, 10.8114, 1.6904], [-9.4198, 9.1877, 2.0306]], "forces_ev_per_angstrom": [[1.7, 0.7, 0.5], [-1.8, -0.8, -0.8], [0.3, 5.2, -0.3], [1.1, -8.8, -1.3], [-1.4, 0.5, 2.9], [1.9, 1.2, 1.1], [-1.3, -1.2, 0.3], [-0.3, 1.5, -0.7], [0.6, -1.1, -1.0], [0.8, 1.0, 0.1], [0.0, -0.1, -0.3], [-0.8, -0.4, -0.8], [1.7, 1.9, 1.8], [1.1, 0.0, -1.4], [-2.0, -0.7, -0.9], [-0.3, 0.0, -0.8], [1.0, 1.4, -1.0], [-0.4, -0.4, 0.0], [1.8, 0.2, 0.8], [-3.1, -0.1, 0.4], [1.4, -0.3, 0.7], [-0.1, -0.7, 1.2], [0.6, 0.9, 0.5], [-0.7, -0.3, 0.4], [0.6, 1.2, -0.3], [-0.4, -1.6, 0.4], [-0.2, 0.7, -0.8], [-0.1, -0.4, 1.1], [0.6, 0.0, 0.2], [-0.3, 0.2, 0.2], [1.4, 0.4, -0.5], [-0.5, 0.0, -0.2], [-0.8, 0.4, -2.1], [0.5, 0.9, 0.3], [-2.7, -4.4, 0.7], [1.9, 4.4, -0.9], [0.5, 2.9, 0.9], [2.4, -2.2, -0.3], [-1.1, 2.5, -1.4], [-0.4, -2.3, -1.0], [-0.5, 1.3, -2.1], [1.3, 0.5, 2.0], [-1.6, -1.8, 0.2], [-0.4, 0.8, 2.5], [1.9, 0.9, -1.1], [0.3, -1.8, -1.4], [-1.8, -0.6, 1.7], [-0.2, 1.9, 1.6], [-2.4, -0.6, 0.0], [0.8, -2.2, -0.8], [-2.0, 0.8, -0.9], [2.0, -0.9, -0.6], [-1.1, 0.5, 1.0], [1.0, 2.1, -0.6], [1.8, -1.3, 1.0], [1.6, -1.5, 0.3], [-1.9, -1.2, -0.6], [1.6, 2.0, 0.6], [-2.1, 0.9, 0.3], [-0.1, -1.8, 1.8], [2.2, 1.1, -1.4], [-1.8, 1.7, -0.6], [-2.4, 0.4, -0.9], [0.2, -2.1, 0.9], [-1.3, 0.7, -2.0], [1.9, 1.3, -0.1], [2.5, -0.2, -0.1], [-0.7, -1.7, 1.7], [1.6, -1.7, -1.1], [-0.7, 1.9, -1.1], [0.2, -2.3, 0.9], [-1.3, 1.7, 1.5], [-1.4, 1.8, -0.4], [2.2, 0.1, -1.1], [-2.3, 0.9, -0.3], [0.3, -1.9, 1.4], [1.8, -1.4, -0.3], [0.4, 1.8, -1.7], [-0.7, 0.8, -2.0], [-2.1, 0.3, 1.5], [-1.3, -0.7, -2.3], [2.5, -0.3, 0.3], [1.5, -1.1, 1.0], [-1.2, 0.9, 1.6], [1.9, -1.4, 0.6], [-1.4, 0.3, 1.9], [-1.4, -1.8, -1.2], [-0.6, 0.2, -0.3], [0.4, 0.6, 0.9], [0.2, -0.1, 0.0], [0.1, -0.1, 0.2], [-0.1, 0.0, 0.2], [-0.2, -0.3, -0.1], [0.0, 0.3, 0.2], [-0.1, -0.3, -0.1], [0.3, 0.1, 0.1], [0.1, 0.1, 0.0], [0.0, 0.0, 0.1], [-0.1, 0.0, 0.0], [0.2, 0.1, 0.3], [0.0, 0.1, -0.1], [0.1, -0.1, -0.2], [0.1, -0.1, -0.2], [-0.1, 0.0, -0.1], [0.0, -0.1, -0.1], [0.0, -0.1, 0.1], [-0.2, 0.1, 0.0], [-0.3, 0.1, -0.1], [0.0, 0.0, 0.0], [-0.1, 0.0, 0.0], [0.0, 0.0, -0.2], [0.1, 0.0, 0.1], [0.1, -0.2, 0.0], [0.1, -0.2, -0.2], [0.2, 0.3, -0.1], [-0.2, -0.3, 0.0], [0.3, 0.2, 0.0], [-0.1, -0.2, 0.3], [-0.1, -0.1, 0.1], [0.0, -0.1, 0.0], [0.0, 0.0, -0.1], [0.0, -0.3, 0.1], [-0.2, 0.1, 0.0], [0.0, 0.2, 0.1], [0.0, 0.2, 0.2], [-0.1, 0.1, 0.0], [0.0, 0.1, 0.0], [0.1, -0.1, 0.0], [-0.1, 0.0, -0.2], [-0.2, 0.1, -0.3], [0.0, 0.0, 0.0], [0.0, 0.0, -0.1], [-0.1, 0.1, 0.0], [-0.1, 0.1, 0.1], [0.1, 0.0, 0.2], [0.1, 0.0, 0.2], [0.3, 0.1, -0.3], [-0.1, -0.3, 0.2], [0.2, 0.2, -0.2], [-0.3, 0.0, 0.2], [-0.1, -0.1, 0.1], [0.0, 0.0, 0.1], [0.1, 0.0, 0.0], [-0.1, -0.1, 0.3], [-0.1, -0.1, -0.1], [-0.1, 0.2, -0.1], [-0.2, 0.1, 0.0], [-0.1, 0.0, -0.1], [0.0, 0.1, 0.0], [0.0, 0.1, 0.1], [0.1, -0.1, -0.1], [0.1, -0.2, -0.2], [0.1, 0.0, 0.0], [0.0, -0.1, -0.1], [-0.1, 0.0, -0.1], [-0.1, 0.1, 0.1], [0.1, 0.0, 0.2], [0.2, -0.1, 0.2], [0.2, 0.2, -0.2], [-0.1, -0.3, 0.2], [0.2, 0.3, -0.2], [-0.3, 0.0, 0.2], [-0.1, -0.1, 0.1], [0.0, 0.0, 0.1], [0.1, 0.0, 0.0], [-0.1, -0.1, 0.3], [-0.1, -0.1, -0.1], [-0.1, 0.2, -0.1], [-0.1, 0.2, -0.1], [0.0, 0.0, -0.1], [0.0, 0.1, -0.1], [0.0, 0.1, 0.1], [0.1, -0.2, -0.1], [0.1, -0.2, -0.2], [0.0, 0.0, 0.0], [0.0, 0.0, 0.0], [-0.1, 0.0, -0.2]]}